No. 1
92
Properties=species:S:1:pos:R:3:forces:R:3:mulliken_spin:R:1 method="wB97M-V/def2-TZVPD" relative_energy_ev=0.896 lumo_energy_ev="0.3 / -2.9" e_homo_ev="-7.83 / -7.82" multiplicity=2 total_charge=0 total_energy_ev=-173987.575 s_squared=0.78
H -0.588 5.522 0.243 0.0 0.0 0.0 0.000
N -2.013 1.509 2.955 -0.4 0.4 0.1 0.173
H 4.153 0.666 0.343 0.0 0.0 0.0 0.001
C 3.123 -3.608 0.700 0.1 0.0 0.0 0.000
H 2.911 -1.688 3.700 0.0 0.0 0.0 -0.004
H -1.794 4.879 -1.648 0.0 0.0 0.0 0.000
C -3.822 0.872 4.305 -0.2 0.0 0.1 0.106
C -4.195 2.605 2.629 0.0 0.1 0.0 0.038
F -5.977 2.686 -0.229 -0.1 0.2 0.1 0.000
H 0.655 4.651 -0.625 0.0 0.0 0.0 0.000
S -2.555 -0.110 4.913 -0.1 0.0 0.0 0.029
C -5.981 1.825 4.062 0.0 0.0 0.0 0.102
P 1.030 -0.425 -1.661 0.2 0.0 0.1 -0.003
H -5.529 0.305 5.505 0.0 0.0 0.0 -0.002
H 2.353 -3.000 -2.402 0.0 0.0 0.0 0.000
C 4.326 0.290 1.344 0.0 0.1 0.1 0.001
H 1.556 0.796 -6.387 0.0 0.0 0.0 0.000
H 0.349 -5.563 2.530 0.0 0.0 0.0 0.000
H -1.590 -1.303 1.836 0.1 0.0 0.0 -0.001
H -1.621 -1.360 -2.296 0.0 0.0 0.0 0.000
H 3.910 1.540 -6.177 0.0 0.0 0.0 0.000
H -6.181 3.335 2.531 0.0 0.0 0.0 0.001
C 3.622 -1.016 3.231 0.0 0.0 0.0 0.003
C 0.433 -2.021 -2.309 -0.1 0.0 0.0 0.000
H 0.966 2.130 0.239 0.0 0.0 0.0 0.000
As -5.127 1.452 -1.071 -0.2 0.1 0.0 0.000
C 1.050 -3.633 1.909 -0.1 0.0 0.0 0.007
Cd -1.552 0.663 -0.080 0.1 -0.1 -0.2 0.005
C -0.591 -4.427 -3.263 0.0 0.0 0.0 0.000
H 0.653 4.018 1.730 0.0 0.0 0.0 0.000
H 3.932 -3.067 0.217 0.0 0.0 0.0 0.000
C -1.678 -1.341 0.752 0.0 0.1 0.1 0.012
H 4.049 -5.510 0.369 0.0 0.0 0.0 0.000
N 2.277 -0.795 -0.551 0.1 -0.2 -0.2 0.023
H -0.872 -1.957 0.363 0.0 0.0 0.0 -0.004
P 1.869 -1.101 1.081 -0.1 0.1 0.2 0.005
C -0.819 3.020 -2.140 0.0 0.0 0.0 0.000
C 5.460 0.688 2.046 -0.1 0.0 0.0 -0.001
H 0.367 -0.102 -4.436 0.0 0.0 0.0 0.000
F -4.134 0.276 -1.871 0.2 -0.2 -0.1 0.000
H -7.023 1.884 4.347 0.0 0.0 0.0 0.006
H 0.216 2.754 -1.916 0.0 0.0 0.0 0.000
C -5.501 2.660 3.030 0.0 0.0 0.0 -0.019
C 3.382 1.156 -5.314 0.0 0.0 0.0 0.000
C 3.404 -0.576 1.924 0.0 -0.1 0.0 -0.001
C -0.310 4.530 -0.121 0.0 0.0 0.0 0.000
C -1.459 0.636 3.776 0.6 -0.2 0.0 -0.124
H 1.442 -5.126 -3.220 0.0 0.0 0.0 0.000
H -0.988 -5.368 -3.622 0.0 0.0 0.0 0.000
H 4.905 -0.967 4.943 0.0 0.0 0.0 0.000
H -1.320 1.160 -2.867 0.0 0.0 0.0 0.000
H 3.067 -1.326 -0.913 0.0 0.1 0.0 0.000
C -0.934 -2.167 -2.531 0.0 0.0 0.0 0.000
H 6.174 1.355 1.579 0.0 0.0 0.0 0.000
H -2.512 -3.470 -3.167 0.0 0.0 0.0 0.000
C 1.284 -3.095 -2.564 0.0 0.0 -0.1 0.000
H 6.558 0.540 3.882 0.0 0.0 0.0 0.000
C -1.446 -3.366 -3.016 0.0 0.0 0.0 0.000
H -1.069 3.657 1.693 0.0 0.0 0.0 -0.001
C 5.674 0.234 3.337 0.0 0.0 0.0 0.001
C -1.359 4.032 -1.118 0.0 0.0 0.0 0.000
C 4.748 -0.615 3.931 0.0 0.0 0.0 0.003
F -6.413 1.190 -2.167 0.0 0.0 -0.1 0.000
H 5.051 1.393 -3.990 0.0 0.0 0.0 0.000
C 4.021 1.074 -4.087 0.0 0.0 0.0 0.000
N 0.091 2.221 0.748 -0.2 -0.1 0.2 0.002
C -5.156 0.937 4.712 0.1 0.0 0.0 -0.055
F -4.427 2.668 -2.119 0.0 0.1 0.0 0.000
C 3.343 0.583 -2.975 0.0 0.1 0.0 0.000
C 0.776 -4.293 -3.034 0.0 0.0 0.0 0.000
C 2.023 0.158 -3.084 -0.1 0.0 0.0 -0.001
C 2.038 -2.918 1.243 0.0 0.0 0.0 -0.011
C 2.060 0.742 -5.431 0.0 0.0 0.0 0.000
C 2.200 -5.694 1.453 0.0 0.0 0.0 0.000
H 0.210 1.695 1.615 0.1 0.0 0.0 -0.002
C 3.204 -4.986 0.798 0.0 0.0 0.0 0.000
C -0.155 3.636 1.099 0.0 0.0 -0.1 0.000
H 3.850 0.542 -2.019 0.0 0.0 0.0 -0.001
H -0.823 3.459 -3.141 0.0 0.0 0.0 0.000
H -2.187 3.570 -0.571 0.0 0.0 0.0 0.000
N -1.613 1.780 -2.117 -0.1 0.0 0.0 0.000
H -2.594 1.992 -2.292 0.0 0.1 0.0 0.000
F -5.701 0.267 0.020 0.0 -0.1 0.1 0.000
C 1.388 0.249 -4.325 0.0 -0.1 0.0 0.000
C -3.331 1.691 3.260 0.2 -0.2 -0.1 0.054
H 0.201 -3.110 2.334 0.0 0.0 0.0 -0.004
C 1.131 -5.018 2.017 0.0 0.0 0.0 0.004
H 2.257 -6.773 1.521 0.0 0.0 0.0 0.000
H -3.830 3.233 1.831 0.0 0.0 0.0 -0.001
S 0.192 0.273 3.801 -0.3 0.1 -0.1 0.658
F -3.737 1.744 0.027 0.2 0.0 0.0 0.002
I -3.425 -2.528 0.417 -0.1 0.0 0.0 0.000



No. 2
87
Properties=species:S:1:pos:R:3:forces:R:3:lowdin_charge:R:1 method="wB97M-V/def2-TZVPD" relative_energy_ev=0.391 lumo_energy_ev=-2.6 e_homo_ev=-9.99 total_charge=+1 total_energy_ev=-113943.864
O 0.387 -3.034 1.844 0.0 -0.2 0.0 -0.377
H -4.087 -1.387 3.787 0.0 0.0 0.0 0.104
C 5.559 -0.030 -2.212 0.0 0.0 0.0 -0.067
H -2.275 -3.221 2.176 0.0 0.0 0.0 0.082
H 5.118 -1.328 1.403 0.0 0.0 0.0 0.114
C 1.569 2.534 -2.797 0.0 0.0 0.0 -0.094
C 2.340 -4.411 -3.532 0.0 0.0 0.0 -0.052
H -4.472 3.077 -2.031 0.0 0.0 0.0 0.111
C -2.480 -2.269 2.654 0.0 0.0 -0.1 -0.195
C -1.488 4.303 4.543 0.0 0.0 0.0 -0.074
Si -1.354 1.456 1.544 -0.1 0.1 -0.1 0.588
H 3.400 -6.117 -4.274 0.0 0.0 0.0 0.112
H -1.413 2.180 4.392 0.0 0.0 0.0 0.100
C 3.319 -5.392 -3.476 0.0 0.0 0.0 -0.057
H -4.021 -3.127 3.846 0.0 0.0 0.0 0.120
H -0.329 5.276 -0.933 0.0 0.0 0.0 0.122
Sc -0.038 -1.311 0.665 -0.1 0.3 0.4 1.037
H -1.453 4.291 5.625 0.0 0.0 0.0 0.108
H 3.757 -1.106 -2.662 0.0 0.0 0.0 0.118
H -1.647 6.460 1.943 0.0 0.0 0.0 0.105
H -0.535 0.257 -1.137 0.3 0.2 0.0 0.076
H -1.638 4.343 0.695 0.0 0.0 0.0 0.069
C -4.918 -2.341 2.010 0.0 0.0 0.0 -0.163
H 1.264 3.953 0.121 0.0 0.0 0.0 0.139
N -2.236 -1.179 1.662 0.1 0.0 0.1 -0.235
H -3.700 -0.365 0.372 0.0 0.0 0.0 0.118
H -5.581 -3.198 2.127 0.0 0.0 0.0 0.112
C -1.471 3.110 3.836 0.0 0.0 0.0 -0.091
C 2.226 -3.478 -2.510 0.0 0.0 0.0 -0.075
H 7.048 0.121 0.834 0.0 0.0 0.0 0.114
S 2.941 1.929 -0.490 0.1 0.1 0.0 0.688
H -4.914 -2.364 -0.157 0.0 0.0 0.0 0.124
H -2.622 -1.479 -0.430 0.0 0.0 0.0 0.097
C -1.518 3.092 2.439 0.0 0.0 0.0 -0.235
C 0.641 3.262 -3.475 0.0 0.0 0.0 -0.057
O 1.061 -4.731 0.319 0.1 -0.1 0.0 -0.237
H -3.427 1.770 -3.852 0.0 0.0 0.0 0.110
C 4.188 -5.456 -2.395 0.0 0.0 0.0 -0.052
C -1.918 0.934 -2.578 0.0 0.0 0.1 -0.075
C 6.332 -0.151 0.071 0.0 0.0 0.0 -0.057
H 0.466 3.062 -4.524 0.0 0.0 0.0 0.116
H 0.454 0.393 2.675 0.0 0.0 0.0 0.032
C -2.443 0.139 2.352 0.0 0.0 0.0 -0.215
C 4.482 -0.836 -1.906 0.0 0.0 0.0 -0.088
H 1.455 -2.720 -2.529 0.0 0.0 0.0 0.112
H 7.322 0.941 -1.478 0.0 0.0 0.0 0.115
H 4.942 -6.230 -2.347 0.0 0.0 0.0 0.115
H -3.568 2.982 0.241 0.0 0.0 0.0 0.109
N 1.081 3.764 -0.857 0.0 0.0 0.0 0.061
C -3.910 -2.273 3.177 0.0 0.0 0.0 -0.152
C -3.021 1.728 -2.850 0.0 0.0 0.0 -0.069
C -3.185 -1.318 0.497 0.0 0.0 0.0 -0.173
C 4.346 -1.297 -0.602 0.0 0.0 0.0 -0.416
H 1.115 1.170 1.216 0.0 0.0 0.0 -0.057
C 5.253 -0.964 0.393 0.0 0.1 0.0 -0.079
C -3.604 2.463 -1.826 0.0 0.0 0.0 -0.062
C 3.110 -3.552 -1.450 0.0 0.0 0.0 -0.404
C 0.265 0.606 1.609 0.0 -0.1 0.0 -0.311
Cl -0.065 -4.090 0.870 -0.1 0.2 0.0 0.744
C -0.097 4.285 -2.828 0.0 0.0 0.0 -0.061
C 6.481 0.309 -1.227 0.0 0.0 0.0 -0.053
H 5.682 0.345 -3.219 0.0 0.0 0.0 0.115
H -2.087 0.027 3.381 0.0 0.0 0.0 0.093
H 4.756 -4.580 -0.517 0.0 0.0 0.0 0.123
C -3.084 2.410 -0.542 0.0 0.0 0.0 -0.092
H -3.508 0.379 2.415 0.0 0.0 0.0 0.102
H -1.455 0.348 -3.362 0.0 0.0 0.0 0.113
H 2.146 1.761 -3.283 0.0 0.0 0.0 0.103
S 3.040 -2.376 -0.117 0.0 -0.1 -0.1 1.124
C 4.086 -4.533 -1.367 0.0 0.0 0.0 -0.065
C -1.545 5.511 3.863 0.0 0.0 0.0 -0.076
C -1.579 4.320 1.778 0.0 0.0 0.0 -0.114
C 0.159 4.510 -1.517 0.0 0.0 0.0 -0.084
C -1.592 5.519 2.477 0.0 0.0 0.0 -0.078
H -0.827 4.881 -3.352 0.0 0.0 0.0 0.110
C 1.834 2.765 -1.413 -0.1 0.0 0.0 -0.780
H -1.556 6.443 4.413 0.0 0.0 0.0 0.108
C -1.408 0.898 -1.286 0.0 -0.2 0.0 -0.130
H -3.713 -3.409 0.560 0.0 0.0 0.0 0.115
H 1.657 -4.372 -4.370 0.0 0.0 0.0 0.113
C -1.965 1.625 -0.236 0.1 0.1 0.0 -0.244
O 1.710 -1.630 -0.356 -0.1 0.2 0.0 -0.579
H -5.558 -1.455 2.013 0.0 0.0 0.0 0.113
O -0.759 -3.262 -0.148 -0.1 -0.4 -0.1 -0.369
C -4.201 -2.438 0.666 0.0 0.0 0.0 -0.168
O -0.969 -4.970 1.486 0.0 -0.1 0.1 -0.220
H -1.755 -2.153 3.459 0.0 0.0 0.0 0.130



No. 3
79
Properties=species:S:1:pos:R:3:forces:R:3:mulliken_spin:R:1 method="wB97M-V/def2-TZVPD" relative_energy_ev=0.000 lumo_energy_ev="0.3 / -2.6" e_homo_ev="-4.45 / -8.26" multiplicity=3 total_charge=0 total_energy_ev=-72306.634 s_squared=2.01
H 1.756 -1.078 -3.892 -0.1 0.3 -0.2 -0.008
C 2.526 0.847 -3.261 0.7 -0.3 -0.2 -0.002
C 2.241 -0.152 -4.211 0.1 0.4 -0.2 0.046
C 1.054 3.272 -0.579 0.4 0.0 0.2 0.042
H 2.818 -0.655 2.012 -0.1 0.2 -0.2 0.005
C -2.789 0.140 4.666 0.3 -0.5 0.3 0.000
C -2.729 1.608 2.536 -0.4 -0.4 0.2 -0.001
H 4.208 1.992 -0.873 -0.3 0.1 0.3 -0.003
H 3.405 1.411 -7.017 0.0 -0.1 0.3 0.002
C -1.514 -3.512 -4.784 0.2 -0.2 0.1 0.002
C 1.359 4.421 0.161 0.3 -0.1 -0.1 0.001
H -4.434 0.696 3.458 0.3 0.2 0.1 0.000
C -0.100 0.875 -2.125 2.9 2.7 -0.5 0.467
C 3.683 3.762 0.254 0.0 -0.1 -0.3 0.001
C 3.204 1.229 -5.960 -0.1 0.0 0.3 0.012
H 2.900 0.890 1.037 -0.1 -0.3 0.0 -0.011
C -0.798 -4.717 -4.805 0.0 0.3 0.1 0.012
C -3.492 1.153 3.810 -0.7 0.2 -0.1 0.001
H -3.803 2.013 4.415 0.0 -0.2 -0.4 0.000
H -1.022 3.713 5.711 -0.2 -0.1 -0.1 0.000
H -2.041 -0.081 -2.025 0.4 0.1 0.0 -0.033
H -1.221 -0.563 5.881 -0.6 0.2 0.1 0.000
H 2.261 -0.688 -6.302 0.1 0.1 0.2 0.000
C 2.063 2.352 -0.894 0.5 0.3 0.2 0.029
H -3.941 -4.644 0.545 0.3 0.2 0.1 0.000
P 1.648 0.734 -1.649 -2.6 2.2 -2.2 -0.061
H -0.149 1.504 6.195 -0.1 0.2 0.0 0.000
C -0.959 -0.138 -1.861 -1.4 -3.2 0.9 0.374
H 1.357 0.378 1.776 0.3 0.1 0.2 0.001
H 1.066 -2.384 1.918 0.3 -0.1 0.0 -0.003
C 3.600 2.165 -4.999 -0.1 -0.4 -0.1 -0.010
C 2.547 0.057 -5.560 0.2 0.1 0.3 -0.010
H -1.656 1.778 7.043 0.0 -0.1 -0.3 0.000
C -3.239 -3.825 0.717 0.0 0.0 -0.2 -0.002
Pt 1.538 -1.044 -0.330 3.9 -2.3 1.6 0.406
H 0.740 -5.903 -3.852 -0.2 0.3 0.0 -0.001
C 3.300 1.957 -3.650 -0.3 -0.2 -0.2 0.042
H 2.786 -2.661 1.444 -0.4 0.2 -0.1 0.003
C -1.550 -2.305 -0.118 -0.3 -0.3 0.0 -0.069
C 0.339 -4.078 -2.766 -0.2 0.1 -0.2 0.022
H -2.187 -1.683 3.160 -0.2 -0.1 -0.5 0.000
C 1.749 -2.586 1.085 -0.1 0.6 0.6 0.025
H -0.793 2.292 1.783 -0.1 0.0 0.3 -0.006
H -3.391 2.316 2.008 0.2 -0.1 0.1 0.000
H -2.229 -3.278 -5.575 0.2 -0.1 0.2 0.001
H -1.843 -1.645 -3.744 0.1 -0.3 0.0 -0.026
H 3.657 2.670 -2.910 -0.3 -0.1 -0.3 0.005
C -1.231 1.618 6.036 0.5 0.2 -0.5 0.000
H -3.725 -3.612 2.819 0.1 0.0 -0.3 0.000
H -0.372 1.770 -2.697 -0.1 -0.4 0.1 0.016
H 2.888 5.533 1.210 -0.1 -0.3 -0.2 0.000
C -1.491 2.876 5.173 0.0 0.2 0.6 0.000
H -2.628 0.748 1.856 -0.1 0.2 0.2 0.010
H 1.069 -4.289 -1.987 -0.2 0.0 -0.2 -0.010
Cl 1.355 -4.197 0.513 -0.3 -1.0 -0.3 0.023
C -0.875 2.810 3.806 0.2 -0.1 -0.5 0.000
C -1.739 0.318 5.479 -0.5 -0.2 0.2 0.000
C 3.397 2.647 -0.542 -0.4 0.2 0.4 -0.005
H -3.240 -0.859 4.618 0.6 0.2 -0.2 0.000
C -1.378 2.233 2.708 0.2 0.5 0.2 0.002
H 4.703 3.926 0.608 -0.3 0.0 -0.2 0.001
H -1.115 -0.620 1.168 0.2 -0.4 0.1 0.032
H 0.099 3.309 3.727 -0.2 -0.4 -0.1 0.000
C 2.665 4.655 0.602 -0.2 -0.2 -0.1 0.000
C -2.405 -3.402 -0.326 0.3 0.2 0.4 0.011
H 0.565 5.127 0.397 0.2 -0.1 0.0 0.001
C -1.313 -2.599 -3.750 0.0 -0.1 0.0 0.021
C -3.149 -3.228 1.975 0.2 0.0 0.0 0.010
C 2.299 0.029 1.334 -0.8 0.2 0.4 0.229
C -1.630 -1.579 1.080 0.2 -0.6 0.2 0.078
C -2.319 -2.121 2.168 0.0 0.2 -0.3 -0.001
C 0.149 -4.984 -3.810 -0.1 0.1 -0.1 0.001
H -2.414 -3.909 -1.294 0.0 0.1 0.4 0.002
C -0.422 -2.898 -2.708 0.7 -0.9 -0.5 0.055
H 4.130 3.069 -5.303 -0.1 -0.3 0.1 0.000
H -2.564 3.101 5.126 0.5 0.0 0.1 0.000
H 0.036 3.092 -0.920 0.2 -0.1 0.2 -0.043
P -0.303 -1.734 -1.327 -3.4 2.6 -0.6 0.314
H -0.970 -5.435 -5.609 0.1 0.2 0.2 0.001



No. 4
87
Properties=species:S:1:pos:R:3:forces:R:3:mulliken_spin:R:1 method="wB97M-V/def2-TZVPD" relative_energy_ev=0.400 lumo_energy_ev="-9.6 / -9.8" e_homo_ev="-16.94 / -16.96" multiplicity=2 total_charge=+3 total_energy_ev=-193659.817 s_squared=0.75
H -0.461 0.303 -5.132 0.0 0.0 0.0 0.000
C -3.363 -2.812 2.321 0.0 0.0 0.0 0.000
H 2.807 -0.937 -2.246 0.0 0.0 0.0 0.001
H -2.801 0.493 2.752 0.0 0.0 0.0 0.000
Ge -1.770 -0.937 -3.383 0.0 0.0 0.1 0.005
H 1.405 -6.096 0.258 0.0 0.0 0.0 0.000
N -0.335 1.802 -1.838 0.0 0.2 0.1 0.001
H 3.887 3.103 4.318 0.0 0.0 0.0 0.000
H -0.141 -4.268 0.693 0.0 0.0 0.0 0.000
C 0.048 3.664 2.281 0.1 0.0 0.1 0.024
C 2.615 2.089 2.929 0.0 0.0 0.0 -0.002
H -3.043 0.934 -2.158 0.0 0.0 0.0 0.001
C 3.576 1.650 -2.174 0.0 0.0 0.0 0.000
O -0.406 -0.365 2.260 0.1 0.0 -0.2 0.027
C -3.049 0.517 -3.164 0.0 0.0 0.0 0.000
H -3.625 3.436 3.203 0.0 0.0 0.0 0.000
Ge -1.088 -1.874 -1.158 -0.4 -0.6 -0.4 0.039
H -3.791 1.587 1.818 0.0 0.0 0.0 0.000
C 2.261 -1.563 2.354 0.0 0.0 0.0 -0.005
C -4.602 -2.283 1.965 0.0 0.0 0.0 0.001
H 0.819 -2.572 -3.158 0.0 0.0 0.0 0.000
H -0.360 -0.222 3.215 0.0 0.0 0.1 0.006
C 2.787 -0.550 -1.229 -0.1 0.0 -0.1 0.018
C -1.890 4.691 3.223 0.0 0.0 0.0 -0.001
C 3.513 2.147 3.974 0.0 0.0 0.0 -0.012
H -2.425 0.812 1.040 0.0 0.0 0.0 0.014
H 4.202 3.585 -2.850 0.0 0.0 0.0 0.000
C -2.616 -2.654 -3.803 0.0 0.0 -0.1 0.001
H -2.389 5.536 3.678 0.0 0.0 0.0 0.000
H -1.149 -0.972 2.074 0.0 0.0 0.0 0.008
C -2.766 1.258 1.974 0.0 0.0 0.0 -0.003
H 2.316 -4.468 -3.600 0.0 0.0 0.0 0.000
H -1.349 -3.164 1.735 0.0 0.0 0.0 0.000
C 0.211 -3.268 -1.202 0.2 0.1 0.1 0.004
O -0.402 1.800 -0.493 0.0 -0.8 -0.1 -0.060
Ti 0.520 1.063 0.959 0.2 0.5 0.7 0.880
C 1.788 -4.404 -2.658 0.0 0.0 0.0 -0.001
C 1.273 -5.319 -0.483 0.0 0.0 0.0 0.000
C 1.959 -5.389 -1.693 0.0 0.0 0.0 0.002
C -0.559 4.771 2.838 0.0 0.0 0.0 -0.013
H 0.644 -0.239 -3.873 0.0 0.0 0.0 0.000
H -3.250 -3.337 3.261 0.0 0.0 0.0 0.000
C -2.424 -2.031 0.224 0.1 0.2 0.2 -0.009
C -0.272 2.989 -2.323 0.0 0.0 -0.1 -0.001
H 1.877 -0.917 -0.746 0.0 0.0 0.0 0.020
H 4.636 0.986 5.402 0.0 0.0 0.0 0.000
H -2.798 1.312 -3.866 0.0 0.0 0.0 0.000
H -1.888 -3.462 -3.862 0.0 0.0 0.0 0.000
C 2.874 0.942 -1.204 -0.1 0.1 -0.1 0.000
N -0.165 3.167 -4.897 0.0 0.0 0.0 -0.001
H -3.805 -0.940 -1.029 0.0 0.0 0.0 0.001
H -4.052 0.160 -3.397 0.0 0.0 0.0 0.000
C -4.758 -1.626 0.754 0.0 0.0 0.0 0.000
H 2.625 -6.221 -1.884 0.0 0.0 0.0 0.000
H 1.673 -1.466 1.442 0.0 0.0 0.0 0.025
C -0.212 3.110 -3.752 0.0 0.0 0.0 0.000
H -0.002 5.691 2.964 0.0 0.0 0.0 0.000
H 3.180 -2.089 2.092 0.0 0.0 0.0 -0.001
C -0.228 4.151 -1.471 0.0 0.0 0.0 0.005
N -0.154 5.007 -0.711 0.0 0.0 0.0 -0.001
C 3.943 0.966 4.571 0.0 0.0 0.0 0.000
C 3.140 3.676 -0.976 0.1 -0.3 -0.1 0.004
N -0.607 2.497 2.087 -0.2 0.2 -0.1 0.008
N 2.124 0.906 2.474 0.1 -0.2 0.1 -0.034
C -3.672 -1.479 -0.098 0.0 0.0 0.0 0.003
N 2.298 1.589 -0.177 -0.1 0.0 -0.1 0.005
H 1.713 -2.203 3.047 0.0 0.0 0.0 0.001
C -2.573 3.520 2.970 0.0 0.0 0.0 0.002
H 0.048 -1.392 -5.093 0.0 0.0 0.0 0.000
C 2.476 2.917 -0.031 -0.1 0.4 0.3 0.028
H 4.028 1.115 -2.998 0.0 0.0 0.0 0.000
H 3.870 -1.174 4.442 0.0 0.0 0.0 0.000
C 3.507 -0.233 4.049 0.0 0.0 0.0 0.001
H 3.638 -0.979 -0.695 0.0 0.0 0.0 0.000
C 0.404 -4.272 -0.238 0.0 0.0 0.0 -0.003
C 2.615 -0.244 2.982 0.0 0.0 0.0 -0.004
H 3.257 4.744 -0.845 0.0 0.0 0.0 0.000
C -2.287 -2.700 1.455 0.0 0.0 0.0 -0.003
Sb 2.149 3.924 1.879 0.0 0.0 0.0 0.008
H -5.446 -2.394 2.633 0.0 0.0 0.0 0.000
H -3.084 -2.547 -4.786 0.0 0.0 0.0 0.000
C 3.682 3.026 -2.083 0.0 0.0 0.0 -0.001
C -0.213 -0.532 -4.477 0.0 0.0 0.0 0.000
H -3.402 -2.915 -3.094 0.0 0.0 0.0 0.000
C -1.932 2.443 2.370 0.0 0.1 -0.1 0.004
C 0.935 -3.344 -2.406 0.0 0.0 0.0 0.008
H -5.724 -1.225 0.474 0.0 0.0 0.0 0.000